The following is a quantum chemistry calculation of the molecule C26H34N6O4 at a distorted geometry, from the OMol25 dataset.

Relative energy (zero: lowest compared OMol25 entry of this formula, charge and spin) (kcal/mol): 0.0
HOMO energy (eV): -7.861
HOMO-LUMO gap (eV): 8.609
Strongest force on any atom (Eh/bohr): 0.0234

XYZ file:
```
70
C26H34N6O4, DFT the ωB97M-V functional and the def2-TZVPD basis
C -1.066 -0.187 -2.628
C -0.784 -1.685 -2.699
O -0.217 -2.208 -1.516
C 1.067 -1.882 -1.193
C 1.966 -1.221 -2.013
C 3.248 -0.924 -1.577
C 3.654 -1.260 -0.299
C 2.771 -1.960 0.518
C 1.500 -2.294 0.086
O 0.587 -2.997 0.822
C 0.995 -3.572 2.045
C -0.177 -4.377 2.588
H -0.473 -5.130 1.864
H -1.025 -3.723 2.775
H 0.108 -4.864 3.517
H 1.863 -4.227 1.883
H 1.279 -2.790 2.765
H 3.094 -2.242 1.509
C 5.012 -0.865 0.219
H 5.090 -1.138 1.273
H 5.794 -1.400 -0.326
C 5.268 0.643 0.064
N 4.181 1.435 0.580
C 3.327 2.102 -0.222
O 3.451 2.199 -1.438
C 2.207 2.732 0.471
N 1.937 2.699 1.796
N 0.840 3.300 2.029
N 0.344 3.772 0.861
C 1.160 3.417 -0.160
N 0.992 3.742 -1.458
H 0.048 3.821 -1.810
H 1.675 3.292 -2.057
C -0.954 4.377 0.756
H -0.906 5.256 0.108
H -1.282 4.659 1.757
C -1.860 3.305 0.121
O -2.141 3.330 -1.059
N -2.180 2.334 0.994
C -2.716 1.064 0.648
C -3.959 0.950 0.029
C -4.404 -0.318 -0.320
C -3.651 -1.454 -0.059
C -2.431 -1.314 0.589
C -1.951 -0.067 0.949
C -0.615 0.071 1.616
H -0.693 0.572 2.582
H -0.183 -0.910 1.773
H 0.072 0.644 0.993
H -1.823 -2.185 0.776
C -4.143 -2.814 -0.449
H -4.822 -2.756 -1.297
H -3.305 -3.459 -0.704
H -4.680 -3.271 0.383
H -5.361 -0.417 -0.811
C -4.797 2.157 -0.252
H -5.809 1.866 -0.523
H -4.836 2.810 0.619
H -4.365 2.728 -1.074
H -1.724 2.370 1.898
H 3.942 1.371 1.558
H 5.359 0.908 -0.991
H 6.196 0.913 0.579
H 3.914 -0.402 -2.244
H 1.683 -0.925 -3.010
H -0.150 -1.919 -3.565
H -1.725 -2.231 -2.807
H -0.152 0.372 -2.441
H -1.768 0.024 -1.826
H -1.497 0.148 -3.568
```

Atomic partial charges in e from the Löwdin method, atoms 1 to 8:
1 C -0.041
2 C -0.229
3 O -0.044
4 C -0.192
5 C -0.002
6 C -0.041
7 C -0.236
8 C 0.032

The following is a quantum chemistry calculation of a structure of composition C26H35Al2CaCl2FKN2O16P at a distorted geometry, from the OMol25 dataset.

Relative energy (zero: lowest compared OMol25 entry of this formula, charge and spin) (kcal/mol): 0.0
HOMO energy (eV): -11.324
HOMO-LUMO gap (eV): 1.260
Strongest force on any atom (Eh/bohr): 0.1214
Charge: +2

XYZ file:
```
87
C26H35Al2CaCl2FKN2O16P, DFT the ωB97M-V functional and the def2-TZVPD basis
C -1.955 4.910 1.392
O -0.873 4.395 0.644
C -1.022 4.497 -0.750
C -1.297 3.141 -1.387
C -0.337 2.061 -0.891
C 0.857 1.810 -1.819
C 2.147 1.362 -1.067
C 2.760 0.108 -1.705
C 2.435 -1.200 -0.979
C 0.993 -1.315 -0.492
C 0.094 -2.306 -1.159
C -0.455 -1.751 -2.533
N -1.798 -2.297 -2.965
C -2.840 -1.749 -2.293
O -3.541 -2.473 -1.561
O -3.121 -0.469 -2.458
H -2.099 5.961 1.142
H -2.878 4.346 1.268
H -1.667 4.894 2.435
H -1.843 5.168 -0.987
H -0.131 4.943 -1.189
H -1.241 3.227 -2.470
H -2.336 2.892 -1.173
H 0.064 2.370 0.068
H -0.921 1.157 -0.689
H 1.042 2.743 -2.342
H 0.637 1.076 -2.590
H 1.906 1.207 -0.018
H 2.848 2.181 -1.150
H 3.840 0.217 -1.653
H 2.551 0.047 -2.767
H 2.592 -2.009 -1.692
H 3.112 -1.425 -0.167
H 0.463 -0.367 -0.487
H 1.013 -1.708 0.537
H -0.696 -2.507 -0.462
H 0.655 -3.229 -1.267
H -0.609 -0.684 -2.437
H 0.313 -1.950 -3.265
H -1.808 -3.310 -2.932
H -2.962 0.015 -1.634
Ca -2.410 -2.658 0.049
N -4.786 -2.912 3.825
O -4.679 -4.069 4.250
O -5.657 -2.155 4.213
O -3.946 -2.510 2.955
O 1.722 -1.536 2.619
P 1.352 -3.078 2.441
O -0.157 -3.131 1.994
O 1.530 -3.834 3.749
O 2.234 -3.694 1.354
Al 0.272 -0.775 1.826
C -5.608 9.040 1.741
C -6.168 10.080 0.889
C -5.609 10.108 -0.538
O -6.016 10.852 -1.378
C -4.516 9.160 -0.864
C -4.005 8.204 -0.038
C -4.594 8.070 1.348
O -4.267 7.211 2.134
O -3.030 7.350 -0.311
O -7.005 10.865 1.245
H -5.952 8.939 2.767
H -4.113 9.275 -1.861
Cl -1.240 -5.500 0.489
C -0.415 -7.074 0.737
C 1.033 -6.977 0.333
Cl 1.216 -6.772 -1.423
H -0.952 -7.834 0.178
H -0.487 -7.322 1.803
H 1.540 -7.900 0.609
H 1.530 -6.136 0.827
K -1.036 -5.214 3.067
C 5.076 -3.839 0.443
C 5.240 -5.132 0.712
C 6.544 -5.774 0.558
O 6.701 -6.991 0.823
C 7.682 -4.976 0.091
C 7.541 -3.680 -0.184
C 6.222 -3.007 -0.025
O 6.077 -1.834 -0.265
H 4.110 -3.347 0.569
H 4.412 -5.746 1.057
H 8.628 -5.492 -0.009
H 8.363 -3.066 -0.526
Al 5.894 -7.366 2.816
F -2.165 8.196 -1.147
```

Atomic partial charges in e from the Löwdin method, atoms 1 to 8:
1 C -0.090
2 O -0.182
3 C -0.229
4 C -0.170
5 C -0.220
6 C -0.180
7 C -0.163
8 C -0.174

The following is a quantum chemistry calculation of a structure of composition C26H35AsCl2CrN6O2 at a distorted geometry, from the OMol25 dataset.

Relative energy (zero: lowest compared OMol25 entry of this formula, charge and spin) (kcal/mol): 21.3
2S+1: 5
HOMO energy (alpha / beta) (eV): -5.416 / -6.801
HOMO-LUMO gap (alpha / beta) (eV): 5.283 / 6.661
Strongest force on any atom (Eh/bohr): 0.0667

XYZ file:
```
73
C26H35AsCl2CrN6O2, DFT the ωB97M-V functional and the def2-TZVPD basis
Cr 0.472 -0.186 -0.370
Cl 2.136 -2.940 -4.073
C 1.150 -3.527 -2.769
C 0.637 -4.849 -2.697
C -0.314 -5.180 -1.748
Cl -1.262 -6.554 -2.019
C -0.604 -4.328 -0.651
C -1.415 -4.613 0.519
C -1.461 -3.701 1.572
C -0.984 -2.411 1.372
N -0.320 -2.109 0.260
C 0.026 -3.081 -0.657
C 0.819 -2.590 -1.775
O 1.127 -1.338 -1.965
H 0.966 -5.670 -3.401
H -1.774 -5.612 0.627
H -1.847 -3.990 2.561
H -1.099 -1.585 2.075
C 2.125 2.711 -3.731
As 0.569 2.395 -2.643
C -0.226 3.877 -1.843
C -0.897 1.685 -3.772
O 1.168 1.440 -1.336
H 1.994 2.650 -4.828
H 2.808 1.901 -3.399
H 2.636 3.676 -3.517
H 0.054 4.859 -2.230
H 0.146 3.767 -0.815
H -1.318 3.841 -1.725
H -0.350 0.965 -4.401
H -1.332 2.475 -4.361
H -1.616 1.161 -3.105
C -6.550 1.762 1.390
C -5.430 2.437 2.107
C -4.880 1.642 3.271
C -4.261 2.856 1.190
N -3.380 1.738 0.697
C -2.166 1.293 1.090
N -1.536 0.694 0.075
N -2.396 0.707 -0.945
N -3.490 1.304 -0.642
H -7.429 1.486 2.012
H -6.272 0.901 0.824
H -6.914 2.426 0.615
H -5.783 3.376 2.489
H -4.429 0.679 2.994
H -5.689 1.385 4.035
H -4.149 2.273 3.758
H -3.674 3.577 1.783
H -4.580 3.446 0.320
H -1.696 1.372 2.057
C 5.435 -2.218 -0.571
N 4.799 -1.209 0.289
C 5.095 0.135 -0.055
C 3.409 -1.554 0.543
C 2.780 -0.568 1.499
C 3.559 -0.356 2.654
C 3.225 0.671 3.546
C 2.099 1.396 3.288
C 1.329 1.204 2.148
C 1.654 0.188 1.291
H 5.021 -2.285 -1.592
H 5.319 -3.222 -0.027
H 6.494 -1.978 -0.724
H 4.167 0.631 -0.255
H 5.882 0.193 -0.806
H 5.589 0.539 0.874
H 3.421 -2.582 1.027
H 2.723 -1.630 -0.317
H 4.396 -1.001 2.890
H 3.877 0.957 4.371
H 1.803 2.296 3.896
H 0.614 1.904 1.759
```

Atomic partial charges in e from the Löwdin method, atoms 1 to 8:
1 Cr 0.636
2 Cl 0.675
3 C -0.584
4 C -0.116
5 C -0.685
6 Cl 0.703
7 C -0.171
8 C 0.012

The following is a quantum chemistry calculation of a structure of composition C26H35F3LuN6O2 at a distorted geometry, from the OMol25 dataset.

Relative energy (zero: lowest compared OMol25 entry of this formula, charge and spin) (kcal/mol): 20.6
HOMO energy (eV): -9.007
HOMO-LUMO gap (eV): 5.358
Strongest force on any atom (Eh/bohr): 0.0576
Charge: +1

XYZ file:
```
73
C26H35F3LuN6O2, DFT the ωB97M-V functional and the def2-TZVPD basis
Lu 0.974 -0.212 -0.540
C 1.648 -1.830 2.621
C 0.393 -1.021 2.966
C -0.828 -1.535 2.189
N -0.946 -0.882 0.891
C -1.865 0.069 0.773
C -2.509 0.696 1.863
C -3.680 1.422 1.931
C -4.644 1.615 0.954
C -4.525 1.284 -0.386
C -3.404 0.866 -1.069
C -2.111 0.513 -0.614
N -1.067 0.443 -1.424
C -1.155 1.192 -2.667
C 0.207 1.776 -3.049
C 0.772 2.731 -1.985
N 1.235 2.032 -0.793
C 1.866 2.708 0.160
C 2.108 4.101 0.070
C 2.605 5.022 0.966
C 2.985 4.859 2.291
C 3.093 3.654 2.957
C 2.908 2.374 2.473
C 2.427 1.873 1.249
N 2.453 0.557 0.990
C 3.432 -0.273 1.693
C 2.929 -1.050 2.923
H 1.636 -2.080 1.550
H 1.636 -2.762 3.190
H 0.548 0.032 2.703
H 0.203 -1.075 4.041
H -1.748 -1.405 2.772
H -0.703 -2.616 2.020
H -1.968 0.640 2.798
H -3.906 1.841 2.903
H -5.569 2.084 1.263
H -5.407 1.452 -0.995
H -3.530 0.775 -2.143
H -1.861 2.026 -2.551
H -1.512 0.544 -3.482
H 0.072 2.339 -3.978
H 0.928 0.975 -3.240
H -0.003 3.466 -1.716
H 1.610 3.263 -2.458
H 1.858 4.532 -0.888
H 2.678 6.033 0.583
H 3.243 5.749 2.849
H 3.401 3.713 3.995
H 3.135 1.609 3.202
H 4.302 0.332 1.988
H 3.781 -1.017 0.963
H 2.751 -0.385 3.770
H 3.725 -1.737 3.214
F 1.972 -3.589 -3.136
C 1.989 -2.257 -3.285
F 2.644 -1.975 -4.394
F 0.676 -1.898 -3.488
C 2.364 -1.465 -2.003
O 2.176 -2.054 -0.928
O 2.572 -0.267 -2.174
N -3.775 -4.303 -1.961
C -2.380 -4.252 -1.424
C -1.724 -2.877 -1.690
N -0.402 -2.786 -1.124
H -4.212 -5.217 -1.781
H -3.762 -4.136 -2.976
H -4.343 -3.564 -1.525
H -1.801 -5.050 -1.895
H -2.414 -4.437 -0.348
H -2.331 -2.084 -1.245
H -1.651 -2.701 -2.767
H 0.227 -3.474 -1.523
H -0.430 -2.929 -0.118
```

Atomic partial charges in e from the Löwdin method, atoms 1 to 8:
1 Lu 1.750
2 C -0.207
3 C -0.193
4 C -0.245
5 N -0.087
6 C -0.259
7 C -0.028
8 C -0.078

The following is a quantum chemistry calculation of a structure of composition C26H35F4N10NdO2 at a distorted geometry, from the OMol25 dataset.

Relative energy (zero: lowest compared OMol25 entry of this formula, charge and spin) (kcal/mol): 34.5
2S+1: 4
HOMO energy (alpha / beta) (eV): -12.897 / -12.918
HOMO-LUMO gap (alpha / beta) (eV): 6.735 / 6.810
Strongest force on any atom (Eh/bohr): 0.0752
Charge: +2

XYZ file:
```
78
C26H35F4N10NdO2, DFT the ωB97M-V functional and the def2-TZVPD basis
Nd 12.869 9.061 9.616
C 15.467 7.194 9.266
N 15.188 8.508 8.676
C 15.245 8.378 7.208
C 16.090 9.599 9.192
C 15.986 9.707 10.718
N 14.585 9.690 11.091
C 14.349 9.800 12.399
C 13.008 9.867 12.844
F 12.037 10.063 11.854
C 12.609 9.631 14.112
F 11.316 9.515 14.505
C 13.573 9.437 15.121
C 14.942 9.396 14.805
F 15.786 9.252 15.844
C 15.318 9.706 13.487
F 16.594 10.097 13.281
H 16.563 7.066 9.334
H 14.994 6.400 8.681
H 14.965 7.107 10.244
H 16.036 7.683 6.865
H 15.507 9.427 6.821
H 14.382 8.008 6.737
H 15.854 10.594 8.767
H 17.167 9.443 8.925
H 16.543 10.613 10.930
H 16.565 8.857 11.109
H 13.231 9.283 16.177
O 5.822 10.019 11.916
C 6.831 9.938 12.872
N 8.119 9.603 12.301
C 8.795 8.596 13.112
O 8.524 8.337 14.288
C 9.916 7.780 12.564
C 10.693 6.987 13.459
C 11.816 6.322 12.993
C 12.101 6.381 11.619
N 11.479 7.281 10.774
C 10.388 7.893 11.261
H 4.956 9.916 12.308
H 6.693 9.288 13.755
H 7.022 10.926 13.342
H 8.163 9.401 11.290
H 10.458 6.965 14.546
H 12.391 5.732 13.673
H 12.758 5.700 11.104
H 9.787 8.423 10.525
N 10.762 6.236 6.525
C 11.315 6.959 5.502
C 12.101 7.986 6.094
N 11.927 7.813 7.495
C 11.173 6.749 7.733
H 10.068 5.490 6.488
H 11.081 6.705 4.435
H 12.759 8.770 5.713
H 10.872 6.395 8.714
C 12.534 11.446 7.148
N 12.234 11.306 8.542
C 10.781 11.418 8.698
N 10.254 12.669 8.246
C 10.571 12.819 6.796
N 12.054 12.706 6.578
C 12.641 13.855 7.278
N 12.398 13.753 8.762
C 12.826 12.477 9.313
C 10.934 13.787 8.902
H 12.059 10.673 6.534
H 13.631 11.378 7.030
H 10.506 11.380 9.819
H 10.298 10.619 8.144
H 10.371 13.829 6.372
H 10.138 12.071 6.184
H 12.237 14.788 7.038
H 13.765 13.963 7.200
H 12.580 12.419 10.414
H 13.923 12.492 9.254
H 10.604 14.755 8.469
H 10.641 13.901 9.960
```

Atomic partial charges in e from the Löwdin method, atoms 1 to 8:
1 Nd 1.954
2 C -0.084
3 N -0.393
4 C -0.080
5 C -0.179
6 C -0.232
7 N -0.178
8 C -0.202

The following is a quantum chemistry calculation of a structure of composition C26H35HgN2O17S2 at a distorted geometry, from the OMol25 dataset.

HOMO energy (eV): -11.713
HOMO-LUMO gap (eV): 2.263
Strongest force on any atom (Eh/bohr): 0.0777
Charge: +1

XYZ file:
```
83
C26H35HgN2O17S2, DFT the ωB97M-V functional and the def2-TZVPD basis
Hg 25.282 16.774 -15.489
C 25.335 12.479 -12.762
C 24.069 13.321 -12.572
O 24.126 14.656 -13.033
H 25.163 11.502 -12.311
H 26.251 12.901 -12.348
H 25.714 12.165 -13.735
H 24.034 13.245 -11.485
H 23.164 12.755 -12.787
C 23.508 5.010 -10.532
C 23.270 6.119 -11.600
O 24.441 6.891 -11.581
S 25.015 7.045 -10.044
O 24.455 8.234 -9.361
O 26.424 6.722 -9.999
O 24.141 5.782 -9.561
H 24.063 4.148 -10.902
H 22.558 4.605 -10.183
H 22.313 6.578 -11.351
H 23.064 5.781 -12.616
C 20.364 11.076 -8.158
C 20.348 12.585 -8.278
O 19.589 12.982 -7.075
S 18.347 11.910 -6.818
O 17.134 12.319 -7.532
O 18.180 11.453 -5.419
O 19.104 10.698 -7.647
H 21.174 10.613 -7.594
H 20.427 10.597 -9.135
H 19.834 12.978 -9.155
H 21.319 13.078 -8.231
C 31.858 7.947 -13.267
C 32.726 8.781 -13.975
C 32.463 10.173 -13.961
C 31.389 10.703 -13.242
C 30.611 9.798 -12.455
C 30.808 8.433 -12.514
N 31.186 12.166 -13.249
O 31.883 12.843 -14.010
O 30.204 12.535 -12.656
H 31.921 6.880 -13.421
H 33.503 8.468 -14.657
H 33.194 10.820 -14.423
H 29.806 10.147 -11.825
H 30.147 7.794 -11.947
C 27.278 18.952 -9.174
C 28.215 18.852 -8.137
C 28.440 17.555 -7.576
C 27.893 16.470 -8.236
C 27.082 16.614 -9.397
C 26.675 17.866 -9.831
N 28.305 15.081 -7.821
O 28.896 14.947 -6.691
O 28.216 14.193 -8.635
H 26.922 19.890 -9.571
H 28.682 19.709 -7.673
H 28.953 17.500 -6.627
H 26.797 15.745 -9.972
H 26.001 18.016 -10.661
O 27.625 13.831 -16.677
C 28.420 13.047 -17.064
O 29.578 13.494 -17.530
C 30.332 12.583 -18.249
C 29.422 11.257 -18.229
C 28.389 11.539 -17.081
H 31.268 12.336 -17.747
H 30.491 12.997 -19.244
H 30.043 10.380 -18.041
H 28.979 11.035 -19.200
H 28.702 11.180 -16.101
H 27.381 11.164 -17.259
O 15.163 11.000 -11.731
C 15.908 10.935 -12.665
O 16.934 11.828 -12.702
C 17.762 11.488 -13.821
C 16.896 10.649 -14.785
C 15.930 10.004 -13.877
H 18.564 10.848 -13.454
H 18.168 12.335 -14.374
H 17.556 9.931 -15.272
H 16.383 11.371 -15.422
H 16.257 9.029 -13.516
H 14.965 9.928 -14.378
```

Atomic partial charges in e from the Löwdin method, atoms 1 to 8:
1 Hg 0.712
2 C -0.042
3 C -0.246
4 O 0.005
5 H 0.090
6 H 0.094
7 H 0.092
8 H 0.184

In order of appearance, energy = -1640.70408 -5448.16834 -5691.25668 -3025.75496 -2670.11180 -3349.31938 hartree.